Entry from the OMol25 dataset: a structure of composition C4H10NO at a distorted geometry (ωB97M-V with the def2-TZVPD basis set).

CARTESIAN COORDINATES (ANGSTROEM)
C1 -2.1196 -0.6215 0.8253
C2 -1.6430 -0.0216 -0.2255
C3 1.1572 1.1177 0.4750
C4 0.9256 -0.4230 0.2942
N1 0.0388 -0.6585 -0.8163
O1 2.0906 -1.1651 0.1307
H1 -3.2196 -0.4377 0.8767
H2 -1.6264 -1.5817 1.2934
H3 -1.7927 0.9968 -0.6632
H4 1.6986 1.2773 1.3512
H5 0.1997 1.6813 0.4819
H6 1.8646 1.2251 -0.4077
H7 0.5043 -0.9568 1.1725
H8 0.2211 -0.1817 -1.7100
H9 -0.1980 -1.5502 -1.2813
H10 2.7863 -0.7069 -0.3037

The value obtained for the strongest force on any atom is 5.4 eV/Å. As for the HOMO-LUMO gap: 11.85 eV. The net charge is +1. As for the relative energy (zero: lowest compared OMol25 entry of this formula, charge and spin): 330.6 kJ/mol.



Entry from the OMol25 dataset: an isolated molecule of C4H12N2 at a distorted geometry (ωB97M-V with the def2-TZVPD basis set).

CARTESIAN COORDINATES (ANGSTROEM)
C1 -1.5535 1.2289 -0.0048
C2 -1.6425 -1.1727 -0.0681
C3 2.7016 -0.3343 -0.0892
C4 -0.7347 0.0063 -0.4021
N1 1.5237 0.5250 -0.1729
N2 0.3261 -0.2725 0.4851
H1 -2.6049 1.2666 -0.4727
H2 -1.8675 1.2307 1.0728
H3 -1.2452 2.2598 -0.3488
H4 -1.9027 -0.9907 1.0036
H5 -1.2147 -2.1731 -0.1766
H6 -2.4875 -1.3227 -0.7961
H7 2.7648 -1.2536 -0.6795
H8 3.5152 0.3317 -0.5420
H9 2.8499 -0.7380 0.9000
H10 -0.3016 -0.0968 -1.5047
H11 1.7283 1.2746 0.4839
H12 0.1451 0.2310 1.3122

The value obtained for the strongest force on any atom is 5.1 eV/Å. As for the HOMO-LUMO gap: 10.30 eV. As for the relative energy (zero: lowest compared OMol25 entry of this formula, charge and spin): 283.1 kJ/mol. The structure (SMILES) is CNNC(C)C.



Entry from the OMol25 dataset: a cluster of 4 separate species, C33H72N4O3 in total at a distorted geometry (ωB97M-V with the def2-TZVPD basis set).

CARTESIAN COORDINATES (ANGSTROEM)
N1 -0.7777 1.3314 0.8369
O1 0.5182 1.5112 0.9740
O2 -1.2910 0.3897 1.4992
O3 -1.4771 2.0349 0.1500
C1 1.7729 3.9349 5.4053
C2 0.8075 2.7150 5.6077
C3 1.5817 1.3794 5.4849
C4 1.9113 0.8548 4.0726
N2 2.7352 -0.4632 4.1323
C5 4.1523 -0.2442 4.7838
C6 5.1654 -0.8284 3.7680
C7 4.5722 -0.5828 2.4329
C8 3.0814 -0.8884 2.6794
C9 1.9819 -1.6501 4.8822
C10 0.6623 -2.2291 4.2784
C11 0.3909 -3.6433 4.7137
H1 1.2251 4.8677 5.5389
H2 2.2223 4.0271 4.4166
H3 2.6199 3.9478 6.0913
H4 0.0393 2.7051 4.8344
H5 0.4005 2.6603 6.6173
H6 0.8526 0.6738 5.8833
H7 2.4295 1.3972 6.1698
H8 2.5936 1.5549 3.5906
H9 1.0448 0.6662 3.4387
H10 4.1572 -0.6500 5.7955
H11 4.2717 0.8304 4.9219
H12 5.4714 -1.8422 4.0264
H13 6.1438 -0.3483 3.7872
H14 4.9641 -1.2622 1.6760
H15 4.7328 0.4426 2.0997
H16 3.0080 -1.9704 2.5701
H17 2.3622 -0.4093 2.0151
H18 1.8083 -1.1911 5.8555
H19 2.7648 -2.3423 5.1924
H20 0.7923 -2.1363 3.2001
H21 -0.1772 -1.5841 4.5380
H22 1.2304 -4.3182 4.5472
H23 -0.4001 -4.2158 4.2292
H24 0.2068 -3.6538 5.7880
C12 0.0630 -1.2456 -6.2572
C13 0.8935 0.0223 -6.2075
C14 1.0250 0.5129 -4.7017
C15 2.3080 1.2460 -4.3681
N3 2.6090 1.6224 -2.8522
C16 3.0111 0.3913 -2.0344
C17 4.2453 0.6843 -1.2040
C18 4.3611 2.1527 -1.2687
C19 3.8240 2.5020 -2.6054
C20 1.3001 2.3767 -2.2481
C21 0.7780 3.5949 -3.0517
C22 -0.2927 4.3162 -2.2793
H25 -0.0610 -1.5380 -7.2999
H26 -0.9316 -1.0269 -5.8687
H27 0.5114 -2.0905 -5.7345
H28 0.3996 0.7118 -6.8921
H29 1.8789 -0.2638 -6.5753
H30 0.9597 -0.2688 -3.9449
H31 0.1982 1.2231 -4.6961
H32 2.3031 2.1528 -4.9728
H33 3.1188 0.6618 -4.8034
H34 2.1726 0.1788 -1.3712
H35 3.0114 -0.3768 -2.8078
H36 4.0877 0.3739 -0.1711
H37 5.1082 0.1929 -1.6534
H38 3.8729 2.8133 -0.5522
H39 5.4063 2.4519 -1.1908
H40 3.5696 3.5473 -2.7806
H41 4.5120 2.4615 -3.4498
H42 1.7130 2.8480 -1.3562
H43 0.5585 1.5984 -2.0682
H44 0.3358 3.1851 -3.9598
H45 1.6046 4.2456 -3.3369
H46 -0.5921 5.2940 -2.6567
H47 -0.0176 4.4592 -1.2344
H48 -1.1428 3.6343 -2.2982
C23 -3.1345 -4.5441 -3.3575
C24 -3.6224 -4.7972 -1.9122
C25 -3.7144 -3.5913 -0.9670
C26 -4.9483 -2.6520 -1.0061
N4 -4.6042 -1.2343 -0.3802
C27 -4.1825 -1.1769 1.1468
C28 -4.5245 0.2286 1.5714
C29 -5.7273 0.6960 0.7323
C30 -5.9149 -0.3720 -0.3351
C31 -3.5168 -0.5401 -1.2322
C32 -3.8251 -0.2569 -2.7612
C33 -2.5637 0.1432 -3.5722
H49 -2.0943 -4.2235 -3.4145
H50 -3.6632 -3.8374 -3.9971
H51 -3.1619 -5.5550 -3.7643
H52 -2.8908 -5.4361 -1.4176
H53 -4.6128 -5.2500 -1.8662
H54 -2.8384 -2.9928 -1.2169
H55 -3.4586 -3.8920 0.0490
H56 -5.8264 -3.0456 -0.4942
H57 -5.4604 -2.5350 -1.9611
H58 -3.1131 -1.3780 1.2119
H59 -4.7915 -1.8335 1.7681
H60 -3.6871 0.8866 1.3392
H61 -4.6810 0.2484 2.6499
H62 -5.7089 1.7519 0.4623
H63 -6.6048 0.6282 1.3754
H64 -6.2750 -0.0048 -1.2961
H65 -6.7202 -1.0168 0.0168
H66 -2.5424 -0.9932 -1.0496
H67 -3.4031 0.4622 -0.8193
H68 -4.6727 0.4159 -2.8918
H69 -4.1266 -1.2471 -3.1027
H70 -2.7569 0.4981 -4.5846
H71 -1.8365 -0.6686 -3.5584
H72 -2.0491 0.9995 -3.1363

The value obtained for the strongest force on any atom is 3.3 eV/Å. The multiplicity is 2. As for the HOMO-LUMO gap (spin up / spin down): 9.45 / 5.49 eV. The net charge is +3. Its expectation value of S² is 0.758.



Entry from the OMol25 dataset: a cluster of 14 separate species, H28O14 in total at a distorted geometry (ωB97M-V with the def2-TZVPD basis set).

CARTESIAN COORDINATES (ANGSTROEM)
O1 0.4276 2.8238 -1.8748
H1 0.7572 2.9684 -0.9701
H2 0.9681 3.4424 -2.3817
O2 -1.7095 -3.6630 0.5769
H3 -2.5208 -4.1671 0.5082
H4 -1.5669 -3.4277 1.5107
O3 -0.1528 -1.8593 -0.5413
H5 0.1337 -1.8390 0.3829
H6 -0.5112 -2.7385 -0.7101
O4 -1.2517 1.4689 -4.2343
H7 -1.5548 2.3758 -4.2410
H8 -0.5199 1.3339 -3.6335
O5 5.0427 0.3583 0.9094
H9 4.2317 -0.0442 1.2416
H10 5.1110 0.1199 -0.0315
O6 -1.9724 -2.4580 2.9921
H11 -2.3707 -2.3894 3.8715
H12 -1.3814 -1.6575 3.1123
O7 -1.9034 3.1651 0.4593
H13 -1.2175 3.2822 -0.1851
H14 -2.7567 3.5517 0.2614
O8 -0.0819 -0.6814 3.3855
H15 -0.6509 0.0086 2.9702
H16 0.7737 -0.7631 2.9612
O9 -1.6266 0.4270 -1.4587
H17 -1.2068 1.2485 -1.7184
H18 -1.0682 -0.3462 -1.5925
O10 2.2032 -0.9274 -1.0943
H19 2.8835 -1.4036 -1.5818
H20 1.4182 -1.5352 -1.0545
O11 3.8860 2.4769 -0.4658
H21 4.5005 1.7964 -0.1026
H22 3.0525 2.0339 -0.2668
O12 2.5910 -1.5163 1.6429
H23 3.0044 -2.1392 2.2410
H24 2.4471 -1.8424 0.7516
O13 -4.0690 -0.1985 -1.9117
H25 -3.5190 -0.5460 -1.2072
H26 -3.4454 0.4059 -2.3187
O14 -1.5488 0.7080 1.6764
H27 -2.1772 1.4252 1.4956
H28 -1.7242 0.0346 0.9621

The value obtained for the strongest force on any atom is 1.6 eV/Å. As for the HOMO-LUMO gap: 10.34 eV. As for the relative energy (zero: lowest compared OMol25 entry of this formula, charge and spin): 166.5 kJ/mol.